1.
Formula: C47H59As2IN9O2RbS
Source: the Open Molecules 2025 dataset
Level of theory: ωB97M-V/def2-TZVPD

The calculation puts the energy above the lowest of the compared OMol25 structures with the same formula, charge and spin at 278.0 kcal per mole. The total energy is -208444.5662 eV. The calculation puts the HOMO energy (alpha / beta) at -0.3 / -0.4 eV. The frontier orbital gap (alpha / beta) is 2.24 / 2.33 eV.

Structure (ORCA input):
```
! wB97M-V def2-TZVPD RIJCOSX def2/J DEFGRID3
* xyz -2 1
Rb -15.579 10.227 -1.756
C -17.964 11.547 -12.897
C -19.253 11.959 -13.042
As -20.043 13.537 -12.380
C -19.244 14.745 -13.865
C -18.580 14.408 -15.012
C -18.089 15.470 -15.817
C -18.727 16.627 -15.903
C -19.424 17.089 -14.684
C -19.720 16.037 -13.685
C -21.945 13.327 -13.277
C -22.683 12.240 -12.805
C -24.145 12.199 -12.673
C -24.853 13.387 -13.404
C -24.051 14.476 -13.825
C -22.607 14.325 -13.958
As -17.834 3.120 -18.660
C -17.691 4.785 -19.918
C -18.198 5.003 -21.369
C -18.126 6.218 -21.873
C -17.385 7.184 -21.220
C -17.007 7.038 -20.031
C -16.947 5.645 -19.251
C -16.682 4.228 -17.492
C -15.831 3.750 -16.392
C -14.768 4.440 -15.992
C -14.973 5.863 -16.114
C -15.670 6.481 -17.085
C -16.475 5.494 -17.903
H -17.274 11.991 -12.148
H -17.516 10.938 -13.623
H -16.259 17.568 -18.131
H -19.921 11.131 -13.246
H -18.554 13.405 -15.365
H -17.236 15.261 -16.441
H -18.364 17.298 -16.669
H -20.203 17.830 -14.782
H -20.328 16.279 -12.759
H -22.304 11.895 -11.803
H -24.607 11.204 -12.980
H -23.937 12.348 -11.616
H -24.258 15.408 -14.302
H -22.200 15.311 -14.099
H -18.390 4.109 -21.961
H -19.145 6.625 -22.146
H -16.771 8.024 -21.607
H -25.983 13.401 -13.692
H -19.102 3.932 -18.557
H -16.139 2.812 -15.907
H -13.804 3.978 -15.752
H -14.655 6.635 -15.360
H -15.406 7.565 -16.896
H -16.005 7.318 -19.598
C -21.279 11.054 -2.146
N -20.773 10.270 -1.056
C -21.402 9.980 0.134
C -20.553 9.238 0.932
N -19.263 9.356 0.303
C -19.461 9.843 -0.988
S -18.562 9.601 -2.338
C -18.078 8.750 0.742
C -18.171 7.595 1.423
C -16.941 7.308 2.025
C -15.880 8.257 2.141
C -15.967 9.402 1.299
N -17.099 9.666 0.610
H -20.930 10.660 -3.082
H -21.163 12.103 -1.961
H -22.419 10.824 -2.181
H -22.461 10.132 0.278
H -20.688 8.942 1.966
H -18.957 6.828 1.442
H -16.763 6.274 2.264
H -15.092 8.112 2.924
H -15.222 10.081 1.311
C -11.623 9.738 -2.767
N -12.350 10.887 -3.258
C -12.200 12.170 -2.586
C -12.988 13.154 -3.520
N -13.247 12.314 -4.708
C -13.396 13.003 -5.949
C -12.727 10.972 -4.634
N -12.751 10.066 -5.539
C -13.034 8.725 -6.020
C -11.769 7.955 -6.124
N -11.234 7.728 -7.270
C -10.407 6.810 -7.759
N -10.520 6.565 -9.126
C -11.121 7.369 -10.141
C -9.339 5.742 -9.432
C -8.895 5.052 -8.174
N -9.526 5.913 -7.171
C -9.033 5.983 -5.705
H -11.527 9.831 -1.689
H -10.608 9.612 -3.210
H -12.189 8.827 -2.990
H -11.110 12.459 -2.456
H -12.643 12.281 -1.610
H -12.394 14.082 -3.644
H -13.874 13.505 -2.971
H -12.728 13.892 -5.910
H -14.458 13.362 -5.963
H -13.170 12.409 -6.889
H -13.354 8.739 -7.043
H -13.526 8.095 -5.237
H -11.464 7.451 -5.203
H -14.846 16.512 -18.011
H -12.141 7.512 -9.912
H -10.588 8.218 -10.479
H -18.464 18.013 -13.880
H -8.572 6.372 -9.832
H -9.573 5.076 -10.190
H -7.840 5.039 -7.973
H -9.298 4.026 -8.167
H -9.842 5.801 -4.996
H -8.416 6.862 -5.476
H -8.230 5.203 -5.638
O -18.171 6.662 -5.529
H -17.460 6.061 -5.878
H -18.171 6.419 -4.573
I -22.238 4.941 0.580
O -15.773 16.624 -18.262
*
```

2.
Formula: C47H61BN6O3PSSr
Source: the Open Molecules 2025 dataset
Level of theory: ωB97M-V/def2-TZVPD

The total energy is -86453.9683 eV. The calculation puts the HOMO energy at -3.0 eV. The frontier orbital gap is 5.05 eV.

Structure (ORCA input):
```
! wB97M-V def2-TZVPD RIJCOSX def2/J DEFGRID3
* xyz -1 1
Sr 0.192 -0.059 0.113
C 1.465 2.143 4.072
C 1.284 1.225 2.895
N 0.470 1.527 1.911
N -0.249 2.723 2.117
C -0.982 3.121 1.132
N -1.660 4.321 1.358
S -1.241 2.422 -0.467
C 2.015 -0.014 2.883
C 2.900 -0.481 3.854
C 3.177 -1.831 3.989
C 2.354 -2.735 3.253
C 1.590 -2.322 2.220
N 1.799 -0.928 1.747
H 0.636 2.007 4.769
H 1.440 3.182 3.755
H 2.391 1.930 4.597
H -1.850 4.455 2.339
H -2.491 4.398 0.788
H 3.303 0.211 4.582
H 3.848 -2.189 4.757
H 2.244 -3.763 3.585
H 0.879 -2.937 1.684
C -5.143 -0.735 4.027
C -3.760 -1.184 4.431
C -3.582 -1.642 5.733
C -2.345 -2.061 6.204
C -1.247 -2.023 5.362
C -1.413 -1.569 4.061
C -2.650 -1.157 3.571
P -2.653 -0.622 1.803
C -3.693 0.900 1.986
C -3.379 1.685 3.099
C -4.088 2.832 3.410
C -5.119 3.243 2.577
C -5.397 2.506 1.439
C -4.697 1.342 1.117
C -5.044 0.647 -0.171
C -3.431 -2.000 0.936
C -4.166 -3.000 1.584
C -4.506 -4.195 0.987
C -4.042 -4.416 -0.326
C -3.313 -3.474 -0.990
C -2.994 -2.190 -0.422
C -2.295 -1.253 -1.183
H -5.890 -1.287 4.600
H -5.342 -0.890 2.969
H -5.284 0.331 4.218
H -4.442 -1.670 6.393
H -2.246 -2.411 7.224
H -0.264 -2.328 5.698
H -0.543 -1.515 3.417
H -2.572 1.380 3.753
H -3.828 3.399 4.295
H -5.691 4.134 2.804
H -6.188 2.828 0.771
H -6.061 0.902 -0.473
H -4.959 -0.435 -0.103
H -4.363 0.968 -0.962
H -4.452 -2.853 2.619
H -5.073 -4.942 1.523
H -4.253 -5.360 -0.822
H -2.959 -3.674 -1.996
H -2.302 -0.195 -0.946
H -2.077 -1.503 -2.212
C -0.059 -1.831 -4.334
C -0.137 -0.444 -3.751
O 0.172 -0.247 -2.590
C -0.577 0.701 -4.623
C -0.786 0.534 -5.987
C -1.162 1.620 -6.767
C -1.334 2.863 -6.172
C -1.126 3.030 -4.808
C -0.739 1.947 -4.034
H 0.101 -2.531 -3.518
H 0.768 -1.893 -5.046
H -0.973 -2.091 -4.867
H -0.654 -0.436 -6.448
H -1.325 1.495 -7.829
H -1.636 3.710 -6.776
H -1.263 3.994 -4.337
H -0.559 2.065 -2.974
C 6.011 -1.293 -0.603
C 4.769 -2.006 -0.103
C 5.135 -3.327 0.551
O 4.196 -1.199 0.952
B 2.851 -1.200 0.764
O 2.442 -1.611 -0.505
C 3.612 -2.133 -1.187
C 3.291 -3.556 -1.601
C 3.819 -1.273 -2.419
H 6.765 -1.300 0.184
H 5.798 -0.258 -0.857
H 6.433 -1.788 -1.480
H 5.825 -3.123 1.369
H 5.617 -4.008 -0.152
H 4.259 -3.812 0.977
H 2.951 -4.153 -0.758
H 4.163 -4.039 -2.044
H 2.495 -3.544 -2.345
H 4.079 -0.251 -2.154
H 2.889 -1.260 -2.989
H 4.607 -1.673 -3.059
C 3.162 2.544 -4.590
C 3.026 2.860 -3.104
C 2.334 4.207 -2.918
C 4.413 2.885 -2.450
N 2.151 1.811 -2.566
N 1.862 1.855 -1.179
H 3.731 3.319 -5.104
H 2.175 2.468 -5.047
H 3.682 1.594 -4.738
H 2.862 4.986 -3.470
H 2.302 4.503 -1.869
H 1.306 4.151 -3.280
H 5.019 3.700 -2.852
H 4.948 1.950 -2.636
H 4.358 3.039 -1.371
H 2.500 0.889 -2.787
H 1.035 2.434 -1.017
H 2.651 2.205 -0.639
*
```